Record 1
Here is 15 unconnected molecules or ions with the total composition C30H90O30 at a distorted geometry from the Open Molecules 2025 dataset. Energies are from ωB97M-V/def2-TZVPD.

Each line ends with the Löwdin charge.
Element x y z (Å)
1 C 5.20293 -0.86573 -0.84790  -0.22
2 C 6.06191 0.18982 -1.57555  -0.20
3 O 6.95493 0.81566 -0.61552  -0.06
4 O 4.53331 -0.36378 0.30064  -0.09
5 H 5.79221 -1.71840 -0.51055  0.12
6 H 4.54967 -1.40201 -1.53619  0.10
7 H 5.40459 0.80303 -2.19200  0.11
8 H 6.76771 -0.32085 -2.23067  0.12
9 H 6.28665 1.22397 -0.06029  0.02
10 H 4.37428 -1.06445 0.93733  0.04
11 C -4.07255 3.72375 -0.17815  -0.19
12 C -4.21946 2.14677 -0.15932  -0.20
13 O -3.79607 1.52432 1.05127  -0.08
14 O -5.28321 4.22990 0.40972  -0.07
15 H -3.89282 4.17488 -1.15399  0.11
16 H -3.19642 3.99056 0.41288  0.09
17 H -3.60739 1.73633 -0.96244  0.09
18 H -5.26120 1.88164 -0.33981  0.12
19 H -4.45853 1.70057 1.72334  0.09
20 H -5.07110 4.64341 1.24973  0.08
21 C 0.25095 5.05232 0.45879  -0.24
22 C -0.32096 6.43819 0.27202  -0.23
23 O -0.34268 6.78029 -1.11776  -0.08
24 O -0.75279 4.13642 0.05119  -0.06
25 H 0.61733 4.93263 1.47836  0.11
26 H 1.13047 5.01857 -0.18418  0.11
27 H 0.38641 7.12813 0.73214  0.12
28 H -1.34709 6.59253 0.60569  0.12
29 H -0.37380 7.73457 -1.21770  0.08
30 H -0.32347 3.28135 0.12957  0.05
31 C -2.06162 -4.91206 1.00543  -0.20
32 C -1.24849 -3.99078 1.98820  -0.19
33 O -2.03884 -3.58180 3.08371  -0.08
34 O -2.41149 -6.14106 1.62884  -0.05
35 H -1.42964 -5.22071 0.17270  0.10
36 H -2.94938 -4.44906 0.57460  0.10
37 H -1.01880 -3.02698 1.53385  0.09
38 H -0.34900 -4.41469 2.43464  0.13
39 H -2.66432 -2.97322 2.68369  0.05
40 H -3.34826 -6.26106 1.45658  0.08
41 C -4.43138 -1.35784 -1.70018  -0.24
42 C -3.54212 -2.00980 -0.62691  -0.25
43 O -2.71376 -1.14899 0.04357  -0.06
44 O -3.70465 -1.05001 -2.84280  -0.05
45 H -4.96301 -0.51375 -1.26089  0.10
46 H -5.32170 -1.90191 -2.01549  0.12
47 H -2.91545 -2.75210 -1.12125  0.13
48 H -4.27490 -2.36369 0.09828  0.10
49 H -3.13000 -0.30031 0.21115  0.05
50 H -2.90763 -0.60586 -2.54432  0.04
51 C 3.66205 -3.69686 1.72114  -0.17
52 C 3.91842 -4.45832 3.04250  -0.20
53 O 2.67815 -4.65961 3.68680  -0.07
54 O 3.74300 -2.28293 1.92199  -0.10
55 H 2.68803 -3.92105 1.28625  0.10
56 H 4.40344 -3.95878 0.96626  0.12
57 H 4.60599 -3.94304 3.71320  0.12
58 H 4.31454 -5.45611 2.85382  0.12
59 H 2.69037 -5.50923 4.13357  0.10
60 H 3.30769 -2.07363 2.75162  0.04
61 C -1.58978 1.84029 -3.31281  -0.20
62 C -2.87859 2.48375 -3.86427  -0.22
63 O -3.54760 1.52844 -4.62508  -0.05
64 O -1.78858 0.80619 -2.35521  -0.10
65 H -1.03561 2.56143 -2.71202  0.11
66 H -1.00944 1.43655 -4.14244  0.12
67 H -2.63634 3.35357 -4.47486  0.13
68 H -3.53374 2.62813 -3.00518  0.10
69 H -3.82091 0.88542 -3.96673  0.05
70 H -0.93658 0.68268 -1.93043  0.04
71 C -5.20592 -4.12711 4.20137  -0.25
72 C -5.50279 -3.34901 2.91634  -0.26
73 O -4.54886 -2.50296 2.43050  -0.07
74 O -4.59561 -5.33366 3.87658  -0.05
75 H -6.19434 -4.35224 4.60193  0.12
76 H -4.62004 -3.55665 4.92208  0.13
77 H -6.38413 -2.74459 3.13086  0.12
78 H -5.76577 -4.02914 2.10617  0.13
79 H -4.67222 -1.60982 2.76019  0.11
80 H -3.72103 -5.04130 3.60967  0.05
81 C 1.77064 -4.28122 -1.30862  -0.24
82 C 0.55177 -4.35716 -2.26506  -0.21
83 O 0.98859 -4.85616 -3.55304  -0.06
84 O 2.21959 -5.57716 -0.90177  -0.07
85 H 1.47458 -3.62038 -0.49392  0.08
86 H 2.68496 -3.75318 -1.57935  0.11
87 H 0.23809 -3.31802 -2.36445  0.09
88 H -0.27233 -4.91205 -1.81666  0.11
89 H 0.16790 -5.11333 -3.97957  0.08
90 H 2.45056 -6.00779 -1.72809  0.08
91 C -1.90099 1.77255 3.55495  -0.24
92 C -1.65945 3.27324 3.37244  -0.19
93 O -2.38379 3.98172 4.42325  -0.07
94 O -1.20697 1.30645 4.68788  -0.07
95 H -1.61810 1.20352 2.66935  0.10
96 H -2.95218 1.66201 3.82118  0.11
97 H -1.97714 3.62949 2.39251  0.09
98 H -0.58643 3.44944 3.44767  0.11
99 H -2.70530 3.36279 5.08292  0.07
100 H -0.90873 2.01590 5.26177  0.09
101 C 1.03403 3.87611 -5.11579  -0.30
102 C 0.59235 5.31532 -4.94191  -0.25
103 O 1.44411 6.10215 -5.69842  -0.05
104 O 0.54447 3.32699 -6.24086  -0.06
105 H 0.57364 3.22368 -4.37385  0.10
106 H 2.09113 3.66437 -5.27641  0.13
107 H 0.62659 5.51909 -3.87168  0.11
108 H -0.40484 5.40865 -5.37202  0.13
109 H 1.06407 6.91991 -6.02771  0.09
110 H 0.95819 3.75803 -6.99229  0.10
111 C 2.12754 -1.22105 -3.55227  -0.22
112 C 2.31850 -1.02987 -5.07418  -0.21
113 O 2.24723 0.34949 -5.50675  -0.05
114 O 0.95403 -0.54108 -3.16791  -0.06
115 H 2.98874 -0.74979 -3.07862  0.10
116 H 2.11020 -2.26734 -3.24717  0.10
117 H 1.59261 -1.66686 -5.57959  0.11
118 H 3.24281 -1.54599 -5.33374  0.11
119 H 1.48681 0.64409 -5.00022  0.05
120 H 0.72227 -0.74042 -2.25788  0.04
121 C 3.71528 3.05663 -0.59281  -0.23
122 C 4.45120 3.71316 0.62487  -0.21
123 O 5.58257 2.94199 0.97572  -0.06
124 O 3.14188 1.84367 -0.25982  -0.07
125 H 4.44803 2.97516 -1.39564  0.12
126 H 2.87408 3.60001 -1.02319  0.11
127 H 3.75469 3.72606 1.46320  0.11
128 H 4.77778 4.71988 0.36420  0.12
129 H 6.20693 3.47181 1.47678  0.10
130 H 3.85208 1.25529 0.00671  0.04
131 C 0.26640 0.62352 0.52005  -0.18
132 C 0.86757 -0.78419 0.50691  -0.21
133 O 0.23825 -1.56858 -0.45852  -0.07
134 O 0.36936 1.41909 -0.68113  -0.08
135 H 0.67635 1.13939 1.38834  0.12
136 H -0.81145 0.50098 0.62643  0.10
137 H 0.70851 -1.28794 1.46034  0.10
138 H 1.95700 -0.81692 0.51944  0.11
139 H -0.57694 -1.85145 -0.03773  0.06
140 H 1.28902 1.57091 -0.91086  0.07
141 C 0.39845 -1.86420 4.53037  -0.20
142 C 1.42300 -0.76841 4.67967  -0.24
143 O 2.63374 -1.16122 4.10720  -0.08
144 O 0.91176 -2.95778 5.33124  -0.06
145 H 0.32293 -2.09166 3.46704  0.09
146 H -0.62353 -1.57221 4.77203  0.12
147 H 1.67836 -0.44121 5.68755  0.13
148 H 1.15503 0.12363 4.11348  0.10
149 H 3.27488 -1.29471 4.80914  0.11
150 H 1.75427 -3.19572 4.93735  0.03

Results
Energy relative to the best compared isomer or geometry (same formula, charge and spin) = 3.6147 eV
Highest occupied orbital energy = -0.349 hartree
Calculated total energy = -3453.90347 Ha
Charge = 0
M = 931.02 g mol⁻¹

Record 2
Here is a molecular structure, C30H92CoO17 at a distorted geometry from the Open Molecules 2025 dataset. Energies are from ωB97M-V/def2-TZVPD.

Each line ends with the Mulliken spin population.
Element x y z (Å)
1 Co 13.57240 14.39794 -4.82034  2.83
2 O 12.48307 15.65829 -3.80770  0.04
3 H 12.48076 16.41508 -3.18980  0.00
4 O 15.14457 14.73309 -6.02388  0.06
5 H 15.75319 14.82235 -6.78292  0.00
6 C 13.99908 14.71709 -9.19083  0.00
7 C 13.68432 13.26404 -9.31286  0.00
8 O 12.39352 13.04599 -8.90630  0.00
9 H 13.46044 15.13232 -8.33904  0.00
10 H 13.78496 15.28220 -10.09797  0.00
11 H 15.07835 14.79037 -9.05697  0.00
12 H 14.22805 12.66554 -8.58193  0.00
13 H 13.84657 12.90490 -10.32912  0.00
14 H 11.86123 12.64907 -9.59964  0.00
15 C 17.24613 19.11446 -6.26765  0.00
16 C 16.47268 17.91577 -5.71739  0.00
17 O 16.15573 17.08603 -6.79120  0.00
18 H 18.32051 18.98649 -6.39971  0.00
19 H 17.34878 19.88808 -5.50669  0.00
20 H 16.76099 19.66723 -7.07213  0.00
21 H 15.51854 18.30335 -5.36031  0.00
22 H 17.12772 17.50245 -4.95046  0.00
23 H 15.56237 16.37624 -6.53483  0.00
24 C 12.90466 18.49776 -7.74286  0.00
25 C 11.46931 18.55798 -7.47640  0.00
26 O 11.26282 19.50731 -6.39434  0.00
27 H 13.11671 19.32686 -8.41793  0.00
28 H 13.25088 17.62778 -8.30086  0.00
29 H 13.53556 18.56698 -6.85670  0.00
30 H 11.23192 17.64175 -6.93579  0.00
31 H 10.77319 18.67842 -8.30648  0.00
32 H 11.68053 19.17977 -5.59444  0.00
33 C 13.16122 10.62961 -5.60862  0.00
34 C 13.82470 11.42224 -4.45346  0.01
35 O 12.95118 12.44599 -4.02147  0.02
36 H 12.52167 9.84092 -5.21234  0.00
37 H 13.98846 10.14172 -6.12413  0.00
38 H 12.58350 11.24936 -6.29436  0.00
39 H 14.78785 11.86493 -4.70739  -0.01
40 H 13.93130 10.71598 -3.63009  0.00
41 H 12.31926 12.16736 -3.35466  0.01
42 C 14.20567 13.96753 -0.88068  0.00
43 C 15.18330 14.61717 -1.92433  0.00
44 O 15.05582 14.24403 -3.32156  0.03
45 H 14.37552 14.27077 0.15242  0.00
46 H 14.34658 12.88669 -0.87441  0.00
47 H 13.14120 14.04300 -1.10273  0.00
48 H 16.19409 14.37478 -1.59624  0.00
49 H 15.16898 15.70542 -1.86434  0.00
50 H 15.84256 14.66322 -3.67783  -0.01
51 C 13.09930 20.41486 -4.08265  0.00
52 C 13.20795 18.93849 -3.55144  0.00
53 O 12.46307 18.15707 -4.51414  0.00
54 H 12.14160 20.90156 -3.89820  0.00
55 H 13.61822 20.59439 -5.02425  0.00
56 H 13.58834 21.03552 -3.33183  0.00
57 H 12.68750 18.87011 -2.59616  0.00
58 H 14.25800 18.65188 -3.49355  0.00
59 H 12.68666 17.26103 -4.25199  0.01
60 C 17.97808 12.58226 -4.80914  0.00
61 C 18.48900 13.98574 -4.43712  0.00
62 O 17.28492 14.76978 -4.49657  0.00
63 H 18.87539 11.96397 -4.83489  0.00
64 H 17.56367 12.66884 -5.81356  0.00
65 H 17.27395 12.29568 -4.02800  0.00
66 H 19.13196 14.32202 -5.25052  0.00
67 H 18.85136 14.04698 -3.41094  0.00
68 H 16.76638 14.56161 -5.27720  0.00
69 C 10.08441 15.26321 -6.58483  0.00
70 C 10.76130 13.90632 -6.25223  0.00
71 O 12.15115 13.88966 -6.41250  0.00
72 H 10.34850 15.68074 -7.55644  0.00
73 H 10.23171 16.04278 -5.83738  0.00
74 H 8.99489 15.23104 -6.58455  0.00
75 H 10.49388 13.18990 -7.02897  0.00
76 H 10.45000 13.42255 -5.32640  0.00
77 H 12.32656 13.45354 -7.24953  0.00
78 C 12.78702 9.25453 -1.65117  0.00
79 C 11.65217 10.03123 -1.07323  0.00
80 O 11.51261 11.28434 -1.61550  0.00
81 H 12.81785 8.25778 -1.21113  0.00
82 H 13.70641 9.81143 -1.47039  0.00
83 H 12.78028 9.14835 -2.73597  0.00
84 H 11.79618 10.14801 0.00088  0.00
85 H 10.63160 9.66148 -1.17240  0.00
86 H 10.75993 11.76075 -1.25757  0.00
87 C 8.51832 16.39905 -1.68702  0.00
88 C 9.93387 16.36258 -2.21155  0.00
89 O 10.57389 15.14965 -1.99066  0.00
90 H 7.96080 15.51554 -1.99796  0.00
91 H 7.92774 17.23393 -2.06423  0.00
92 H 8.37694 16.35712 -0.60704  0.00
93 H 10.42064 17.24797 -1.80262  0.00
94 H 9.89193 16.48355 -3.29401  0.00
95 H 11.29212 15.30384 -2.60870  0.01
96 C 9.37590 20.55671 -0.98081  0.00
97 C 8.94121 20.83875 0.47580  0.00
98 O 9.27442 22.15847 0.84640  0.00
99 H 8.83681 21.13886 -1.72820  0.00
100 H 9.23860 19.50410 -1.22836  0.00
101 H 10.42274 20.78433 -1.18181  0.00
102 H 9.36153 20.02834 1.07134  0.00
103 H 7.85250 20.84361 0.42303  0.00
104 H 10.02934 22.40041 0.30496  0.00
105 C 7.89891 18.73983 -5.57265  0.00
106 C 6.45382 18.35511 -5.56072  0.00
107 O 6.25967 17.06848 -6.00596  0.00
108 H 8.05584 19.78123 -5.29165  0.00
109 H 8.34092 18.50000 -6.53971  0.00
110 H 8.46077 18.22061 -4.79623  0.00
111 H 6.00591 19.05244 -6.26867  0.00
112 H 6.03948 18.61078 -4.58550  0.00
113 H 5.30999 16.97512 -6.11080  0.00
114 C 17.48924 18.47793 -2.03327  0.00
115 C 17.72616 18.99290 -0.66968  0.00
116 O 16.99362 18.37147 0.34293  0.00
117 H 16.43517 18.59888 -2.28311  0.00
118 H 17.64432 17.40966 -2.18437  0.00
119 H 17.99512 19.05795 -2.80512  0.00
120 H 17.55941 20.06991 -0.68812  0.00
121 H 18.80604 18.88875 -0.56423  0.00
122 H 17.49166 18.67932 1.10371  0.00
123 C 12.40126 17.15625 1.10265  0.00
124 C 13.96856 17.28142 0.97790  0.00
125 O 14.26572 18.57377 0.56394  0.00
126 H 12.23268 16.24410 1.67506  0.00
127 H 11.92967 16.99447 0.13336  0.00
128 H 11.89419 18.01465 1.54324  0.00
129 H 14.38866 16.68887 0.16519  0.00
130 H 14.59991 16.89381 1.77744  0.00
131 H 15.17665 18.56378 0.26112  0.00
132 C 10.03323 13.06516 1.32622  0.00
133 C 8.84468 12.95694 0.44350  0.00
134 O 9.33727 12.79867 -0.88001  0.00
135 H 10.49347 14.05212 1.27949  0.00
136 H 10.73951 12.23872 1.24703  0.00
137 H 9.57782 13.09642 2.31603  0.00
138 H 8.22771 13.85385 0.38876  0.00
139 H 8.31342 12.07096 0.79122  0.00
140 H 9.59819 13.68331 -1.14634  0.00

Results
Highest occupied orbital energy = -0.320 hartree
Calculated total energy = -3859.79496 Ha
Charge = 0
<S²> = 3.76
Spin multiplicity = 4
M = 783.98 g mol⁻¹

no.,frontier orbital gap (eV)
1,9.40
2,9.12